Entry 1:
This record from OMol25 describes a cluster of 2 separate species, C5H10O in total. The level of theory is wB97M-V/def2-TZVPD.

ORCA input file:
```
! wB97M-V def2-TZVPD RIJCOSX def2/J DEFGRID3
* xyz 0 1
C 0.367 0.620 -1.748
C -0.514 0.426 -0.549
C -0.023 0.104 0.637
C 1.239 0.122 1.379
C -0.112 0.352 2.074
H 1.185 -0.104 -1.772
H 0.807 1.622 -1.660
H -0.171 0.563 -2.697
H -1.576 0.654 -0.650
H 1.756 -0.803 1.628
H 1.894 0.968 1.187
H -0.384 1.372 2.334
H -0.440 -0.404 2.783
O -1.200 -2.065 -1.277
H -2.083 -1.689 -1.185
H -0.746 -1.739 -0.485
*
```

Results
SMILES	CC=C1CC1.O
energy relative to the best compared isomer or geometry (same formula, charge and spin)	52.9	kcal/mol
E	-7392.4695	eV
HOMO energy	-0.3392	hartree
molar mass	86.1	u

Mulliken population analysis, charges in e, atoms 1 to 4:
1. C -1.115
2. C -0.483
3. C 0.454
4. C -0.599

***

Entry 2:
This record from OMol25 describes the molecule C5H5NOS at a distorted geometry. The level of theory is wB97M-V/def2-TZVPD.

ORCA input file:
```
! wB97M-V def2-TZVPD RIJCOSX def2/J DEFGRID3
* xyz 0 1
C 0.183 1.126 -0.376
C -1.029 0.701 -0.228
O -2.719 0.997 -0.256
S -3.168 -0.525 0.093
C -1.427 -0.666 -0.030
N -0.479 -1.491 0.248
C 0.861 -0.861 0.591
C 1.300 0.206 -0.330
H 0.557 2.019 -0.866
H 1.739 -1.541 0.837
H 0.544 -0.405 1.511
H 1.456 -0.168 -1.379
H 2.183 0.608 0.184
*
```

Results
SMILES	C1=c2osc2=NCC1
energy relative to the best compared isomer or geometry (same formula, charge and spin)	123.0	kcal/mol
E	-19633.6567	eV
HOMO energy	-0.3071	hartree
molar mass	127.2	u

Mulliken population analysis, charges in e, atoms 1 to 4:
1. C -0.585
2. C 0.342
3. O -0.376
4. S 0.024

***

Entry 3:
This record from OMol25 describes a cluster of 6 separate species, C20H34N2O4 in total at a distorted geometry. The level of theory is wB97M-V/def2-TZVPD.

ORCA input file:
```
! wB97M-V def2-TZVPD RIJCOSX def2/J DEFGRID3
* xyz 0 1
C 1.986 -17.261 1.999
C 2.843 -18.190 2.629
C 3.619 -17.503 3.530
N 3.536 -16.177 3.133
C 2.476 -16.006 2.287
H 1.101 -17.483 1.426
H 2.716 -19.263 2.586
H 4.364 -17.840 4.231
H 4.176 -15.505 3.516
H 2.174 -15.025 1.964
C 7.787 -21.633 0.444
C 7.930 -22.720 1.352
C 8.475 -23.767 0.654
N 8.694 -23.338 -0.650
C 8.343 -22.028 -0.738
H 7.446 -20.678 0.810
H 7.582 -22.727 2.372
H 8.525 -24.814 0.901
H 9.130 -23.874 -1.375
H 8.352 -21.519 -1.689
C 5.606 -22.709 -6.661
C 4.521 -21.805 -6.117
C 4.804 -21.225 -4.747
O 3.545 -21.545 -6.765
H 5.608 -22.915 -7.728
H 5.744 -23.646 -6.115
H 6.567 -22.211 -6.463
H 5.524 -21.842 -4.214
H 3.835 -21.203 -4.249
H 5.169 -20.203 -4.838
C 4.360 -19.215 -0.240
C 4.746 -18.947 -1.671
C 6.181 -19.061 -1.971
O 3.921 -18.843 -2.547
H 3.310 -19.315 0.010
H 4.827 -18.526 0.468
H 4.850 -20.162 0.026
H 6.816 -18.581 -1.224
H 6.453 -18.633 -2.934
H 6.427 -20.127 -1.985
C 8.473 -17.157 -4.472
C 9.809 -17.427 -5.175
C 9.758 -17.352 -6.676
O 10.808 -17.787 -4.610
H 8.058 -16.203 -4.815
H 8.610 -16.898 -3.422
H 7.778 -17.942 -4.755
H 10.791 -17.366 -7.012
H 9.279 -16.422 -6.989
H 9.126 -18.167 -7.030
C 4.501 -23.504 -1.508
C 3.281 -23.857 -2.348
C 2.051 -22.973 -2.206
O 3.272 -24.769 -3.133
H 4.842 -22.495 -1.753
H 5.381 -24.104 -1.735
H 4.197 -23.653 -0.472
H 1.968 -22.674 -1.159
H 1.235 -23.569 -2.606
H 2.085 -22.028 -2.751
*
```

Results
SMILES	c1cc[nH]c1.c1cc[nH]c1.CC(C)=O.CC(C)=O.CC(C)=O.CC(C)=O
energy relative to the best compared isomer or geometry (same formula, charge and spin)	95.7	kcal/mol
E	-32459.7239	eV
HOMO energy	-0.3132	hartree
molar mass	366.5	u

Mulliken population analysis, charges in e, atoms 1 to 4:
1. C -0.321
2. C -0.297
3. C -0.644
4. N -0.002

***

Entry 4:
This record from OMol25 describes a structure of composition C6H15BF4InNO2 at a distorted geometry. The level of theory is wB97M-V/def2-TZVPD.

ORCA input file:
```
! wB97M-V def2-TZVPD RIJCOSX def2/J DEFGRID3
* xyz 2 1
In -0.856 1.989 0.271
B -2.076 -0.418 -1.708
F -1.567 -1.700 -1.496
F -2.618 0.113 -0.460
F -0.954 0.486 -1.946
F -2.996 -0.341 -2.692
C -2.374 -0.030 2.932
O -1.407 -0.099 1.854
C -0.685 -1.279 1.788
C 0.378 -1.108 0.722
N 1.152 0.071 1.048
C 2.386 0.358 0.329
C 2.248 0.419 -1.189
O 1.261 1.335 -1.477
C 1.080 1.501 -2.903
H -3.036 -0.903 2.930
H -3.002 0.843 2.772
H -1.830 0.055 3.884
H -1.258 -2.207 1.636
H -0.219 -1.475 2.780
H -0.065 -1.193 -0.283
H 1.078 -1.968 0.807
H 1.281 0.151 2.070
H 3.092 -0.451 0.594
H 2.859 1.279 0.678
H 1.964 -0.578 -1.557
H 3.171 0.732 -1.681
H 0.702 0.538 -3.288
H 2.037 1.698 -3.383
H 0.252 2.182 -3.031
*
```

Results
energy relative to the best compared isomer or geometry (same formula, charge and spin)	0.4	kcal/mol
E	-28752.6586	eV
HOMO energy	-0.6678	hartree
molar mass	334.8	u

Mulliken population analysis, charges in e, atoms 1 to 4:
1. In 1.381
2. B 0.319
3. F -0.349
4. F -0.381

***

Entry 5:
This record from OMol25 describes a structure of composition C43H50Cl3Ge2N2O4S2SeSiTi at a distorted geometry. The level of theory is wB97M-V/def2-TZVPD.

ORCA input file:
```
! wB97M-V def2-TZVPD RIJCOSX def2/J DEFGRID3
* xyz 0 2
Ti 0.264 -0.368 0.155
O -1.524 -0.065 -0.620
S -2.440 1.200 -0.682
C -4.016 0.491 -1.274
C -4.371 -0.902 -0.783
C -3.596 -2.022 -1.496
C -3.446 -3.258 -0.626
S -2.343 -2.879 0.772
O -1.038 -2.415 0.150
C -2.108 -4.566 1.292
C -0.932 -5.222 0.984
C -0.780 -6.546 1.373
C -1.800 -7.192 2.058
C -2.969 -6.511 2.378
C -3.126 -5.187 2.002
C -2.968 1.557 0.979
C -3.038 0.609 1.988
C -3.476 1.000 3.242
C -3.825 2.324 3.479
C -3.724 3.268 2.467
C -3.284 2.888 1.209
H -3.958 0.527 -2.366
H -4.739 1.238 -0.941
H -5.442 -1.058 -0.924
H -4.196 -0.946 0.293
H -2.596 -1.680 -1.752
H -4.093 -2.290 -2.430
H -3.020 -4.098 -1.171
H -4.388 -3.567 -0.162
H -0.152 -4.700 0.448
H 0.141 -7.067 1.144
H -1.681 -8.226 2.355
H -3.754 -7.010 2.933
H -4.023 -4.639 2.274
H -2.696 -0.404 1.830
H -3.517 0.270 4.041
H -4.146 2.627 4.468
H -3.961 4.306 2.660
H -3.162 3.625 0.422
C -0.193 1.618 -4.744
C -0.628 1.268 -3.318
Ge 0.933 0.731 -2.236
C 2.051 2.368 -2.181
C 3.210 2.387 -3.181
C 1.918 -0.428 -3.465
C 2.129 -1.716 -3.231
Ge 1.126 -2.371 -1.609
C 2.202 -3.722 -0.650
C 3.630 -3.319 -0.282
C -0.287 -3.390 -2.564
C 0.205 -4.585 -3.384
C 2.913 -2.568 -4.185
C 3.098 -2.174 -5.516
C 3.854 -2.931 -6.396
C 4.451 -4.113 -5.975
C 4.264 -4.533 -4.668
C 3.501 -3.771 -3.791
H -1.038 2.003 -5.319
H 0.198 0.745 -5.269
H 0.581 2.389 -4.747
H -1.366 0.458 -3.338
H -1.090 2.133 -2.844
H 2.423 2.541 -1.173
H 1.354 3.186 -2.383
H 3.889 1.546 -3.033
H 3.788 3.308 -3.064
H 2.858 2.350 -4.214
H 2.320 0.055 -4.358
H 2.187 -4.620 -1.275
H 1.677 -3.972 0.265
H 4.228 -3.060 -1.160
H 4.133 -4.133 0.245
H 3.636 -2.458 0.388
H -0.792 -2.672 -3.219
H -1.013 -3.728 -1.833
H 0.931 -4.297 -4.143
H -0.638 -5.057 -3.897
H 0.668 -5.346 -2.750
H 2.629 -1.268 -5.876
H 3.972 -2.601 -7.421
H 5.052 -4.699 -6.659
H 4.705 -5.461 -4.324
H 3.355 -4.122 -2.781
O -0.205 2.134 3.099
C 0.292 1.382 2.315
O -0.290 0.313 1.782
C 1.713 1.542 1.820
C 2.528 2.526 2.388
C 3.806 2.638 1.948
C 4.280 1.761 0.947
C 5.610 1.814 0.467
C 6.035 0.958 -0.507
C 5.138 0.013 -1.050
C 3.850 -0.055 -0.606
C 3.390 0.811 0.404
N 2.089 0.729 0.844
H 2.104 3.152 3.159
H 4.471 3.393 2.351
H 6.283 2.552 0.889
H 7.056 1.002 -0.866
H 5.468 -0.662 -1.832
H 3.167 -0.773 -1.029
Cl 2.066 -0.787 3.813
Si 1.161 -1.936 2.277
Cl -0.681 -2.382 3.284
Cl 2.090 -3.779 2.712
Se 0.375 4.985 0.365
C 0.069 3.298 -0.007
N -0.151 2.167 -0.240
*
```

Results
energy relative to the best compared isomer or geometry (same formula, charge and spin)	36.9	kcal/mol
E	-325185.6392	eV
HOMO energy (alpha / beta)	-0.2802 / -0.2793	hartree
molar mass	1129.5	u
<S²>	0.76

Mulliken population analysis, charges in e, atoms 1 to 4:
1. Ti -0.470
2. O 0.216
3. S 0.597
4. C -1.154

***

Entry 6:
This record from OMol25 describes the ion C4H9N2 with charge +1 at a distorted geometry. The level of theory is wB97M-V/def2-TZVPD.

ORCA input file:
```
! wB97M-V def2-TZVPD RIJCOSX def2/J DEFGRID3
* xyz 1 1
H 1.069 -2.700 0.463
N 1.569 -2.084 -0.127
C 0.947 -1.013 -0.256
C 1.088 0.244 -0.852
C -0.147 0.035 -0.039
C -1.430 0.307 -0.735
N -0.175 0.654 1.402
H 1.770 0.845 -0.316
H 0.963 0.569 -1.876
H -1.485 1.322 -1.027
H -2.293 -0.068 -0.116
H -1.601 -0.362 -1.669
H 0.902 0.662 1.646
H -0.694 -0.006 2.021
H -0.483 1.596 1.480
*
```

Results
SMILES	[H]/N=C1/C[C@]1(C)[NH3+]
energy relative to the best compared isomer or geometry (same formula, charge and spin)	82.2	kcal/mol
E	-7264.5766	eV
HOMO energy	-0.5246	hartree
molar mass	85.1	u

Mulliken population analysis, charges in e, atoms 1 to 4:
1. H 0.264
2. N -0.559
3. C 0.594
4. C -0.691

***

Entry 7:
This record from OMol25 describes the molecule C23H28N2O3. The level of theory is wB97M-V/def2-TZVPD.

ORCA input file:
```
! wB97M-V def2-TZVPD RIJCOSX def2/J DEFGRID3
* xyz 0 1
C -5.788 0.408 0.325
C -4.334 0.797 0.550
O -3.637 0.504 -0.649
C -2.338 0.867 -0.827
C -1.892 0.758 -2.140
C -0.597 1.076 -2.501
C 0.290 1.527 -1.541
C 1.702 1.924 -1.884
N 2.684 1.239 -1.071
C 3.311 1.838 -0.036
O 3.167 3.013 0.240
C 4.261 0.927 0.727
C 3.546 0.011 1.736
C 3.367 -1.440 1.260
C 2.206 -1.645 0.344
C 2.225 -1.874 -1.006
N 0.955 -2.042 -1.488
C 0.594 -2.309 -2.850
C 0.083 -1.940 -0.442
C -1.298 -2.090 -0.406
C -1.921 -1.976 0.816
C -1.196 -1.708 1.981
C 0.172 -1.558 1.953
C 0.833 -1.681 0.731
C -0.139 1.630 -0.225
C -1.432 1.308 0.158
O -1.870 1.406 1.453
C -0.961 1.834 2.438
H -5.857 -0.649 0.084
H -6.204 0.977 -0.502
H -6.367 0.608 1.223
H -4.257 1.866 0.779
H -3.912 0.231 1.386
H -2.605 0.417 -2.875
H -0.290 0.995 -3.534
H 1.844 2.993 -1.694
H 1.907 1.718 -2.939
H 2.703 0.229 -1.127
H 4.838 0.330 0.019
H 4.950 1.583 1.261
H 4.136 -0.011 2.654
H 2.571 0.432 1.988
H 3.211 -2.067 2.143
H 4.285 -1.778 0.775
H 3.069 -1.972 -1.666
H 1.473 -2.212 -3.484
H -0.166 -1.597 -3.180
H 0.194 -3.322 -2.955
H -1.864 -2.295 -1.302
H -2.991 -2.101 0.879
H -1.725 -1.623 2.919
H 0.728 -1.369 2.861
H 0.568 1.987 0.506
H -1.524 1.830 3.370
H -0.594 2.846 2.240
H -0.114 1.146 2.523
*
```

Results
SMILES	CCOc1ccc(CNC(=O)CCCc2cn(C)c3ccccc23)cc1OC
energy relative to the best compared isomer or geometry (same formula, charge and spin)	24.0	kcal/mol
E	-33428.6177	eV
HOMO energy	-0.2840	hartree
molar mass	380.5	u

Mulliken population analysis, charges in e, atoms 1 to 4:
1. C -1.497
2. C -0.012
3. O -0.397
4. C -0.119

***

Q: Among the records above, which one has the highest E?
A: C4H9N2

***

Copy entry 7 word for word.
This record from OMol25 describes the molecule C23H28N2O3. The level of theory is wB97M-V/def2-TZVPD.

ORCA input file:
```
! wB97M-V def2-TZVPD RIJCOSX def2/J DEFGRID3
* xyz 0 1
C -5.788 0.408 0.325
C -4.334 0.797 0.550
O -3.637 0.504 -0.649
C -2.338 0.867 -0.827
C -1.892 0.758 -2.140
C -0.597 1.076 -2.501
C 0.290 1.527 -1.541
C 1.702 1.924 -1.884
N 2.684 1.239 -1.071
C 3.311 1.838 -0.036
O 3.167 3.013 0.240
C 4.261 0.927 0.727
C 3.546 0.011 1.736
C 3.367 -1.440 1.260
C 2.206 -1.645 0.344
C 2.225 -1.874 -1.006
N 0.955 -2.042 -1.488
C 0.594 -2.309 -2.850
C 0.083 -1.940 -0.442
C -1.298 -2.090 -0.406
C -1.921 -1.976 0.816
C -1.196 -1.708 1.981
C 0.172 -1.558 1.953
C 0.833 -1.681 0.731
C -0.139 1.630 -0.225
C -1.432 1.308 0.158
O -1.870 1.406 1.453
C -0.961 1.834 2.438
H -5.857 -0.649 0.084
H -6.204 0.977 -0.502
H -6.367 0.608 1.223
H -4.257 1.866 0.779
H -3.912 0.231 1.386
H -2.605 0.417 -2.875
H -0.290 0.995 -3.534
H 1.844 2.993 -1.694
H 1.907 1.718 -2.939
H 2.703 0.229 -1.127
H 4.838 0.330 0.019
H 4.950 1.583 1.261
H 4.136 -0.011 2.654
H 2.571 0.432 1.988
H 3.211 -2.067 2.143
H 4.285 -1.778 0.775
H 3.069 -1.972 -1.666
H 1.473 -2.212 -3.484
H -0.166 -1.597 -3.180
H 0.194 -3.322 -2.955
H -1.864 -2.295 -1.302
H -2.991 -2.101 0.879
H -1.725 -1.623 2.919
H 0.728 -1.369 2.861
H 0.568 1.987 0.506
H -1.524 1.830 3.370
H -0.594 2.846 2.240
H -0.114 1.146 2.523
*
```

Results
SMILES	CCOc1ccc(CNC(=O)CCCc2cn(C)c3ccccc23)cc1OC
energy relative to the best compared isomer or geometry (same formula, charge and spin)	24.0	kcal/mol
E	-33428.6177	eV
HOMO energy	-0.2840	hartree
molar mass	380.5	u

Mulliken population analysis, charges in e, atoms 1 to 4:
1. C -1.497
2. C -0.012
3. O -0.397
4. C -0.119